# 1
Computed, not measured: a molecular structure, C33H31Br2Cl2LuN2O2Si, with the ωB97M-V functional and the def2-TZVPD basis.

- Kohn-Sham gap: 6.383 eV
- Energy above the lowest of the compared OMol25 structures with the same formula, charge and spin: 86.65 kcal per mole
- E_HOMO: -6.6 eV
- Multiplicity: 1
- E_LUMO: -0.2 eV
- Energy: -9129.65299 Eh

```
74
Properties=species:S:1:pos:R:3:forces:R:3:lowdin_charge:R:1
Lu 0.3254 1.1040 -0.4742 0.274 -0.133 -1.763 1.253
Br 0.5125 3.9089 0.5582 0.498 0.383 -0.206 0.693
C -1.1985 3.6058 1.3547 -0.148 0.119 0.422 -1.001
Br -2.3773 2.5458 0.2964 -0.263 -0.170 -0.190 0.707
H -1.6395 4.5842 1.4722 -0.131 -0.012 0.185 0.006
H -1.0112 3.0781 2.2805 -0.145 0.019 0.060 -0.012
C -2.2795 -2.6002 -1.4312 0.094 0.172 -0.505 -0.175
C -1.4319 -3.3773 -2.2103 -0.024 0.128 0.055 -0.084
C -0.1139 -2.9803 -2.3899 -0.017 -0.040 -0.025 -0.039
C 0.3479 -1.8011 -1.8041 0.429 -0.112 -0.164 -0.219
C -0.4849 -0.9887 -1.0227 -0.263 -0.013 0.150 -0.206
C -1.7986 -1.4313 -0.8491 0.033 0.054 -0.196 -0.171
C 1.7539 -1.3430 -2.0307 -0.243 -0.180 -0.055 -0.204
C 2.7533 -2.2061 -2.5612 -0.094 -0.036 0.021 0.008
C 4.0096 -1.7408 -2.7690 0.116 0.005 -0.042 0.008
C 4.3293 -0.3946 -2.4667 0.192 -0.099 -0.068 -0.151
C 5.6139 0.1644 -2.6754 -0.077 -0.105 -0.026 -0.030
C 5.8563 1.4703 -2.3681 -0.101 0.130 0.060 -0.072
C 4.8176 2.2727 -1.8392 0.176 -0.015 -0.045 -0.057
C 3.5773 1.7501 -1.6249 -0.069 -0.017 0.039 -0.034
C 3.3057 0.3984 -1.9312 -0.252 0.060 0.056 -0.203
N 2.0454 -0.0952 -1.7165 -0.090 0.247 0.045 0.053
H -3.3088 -2.9066 -1.2798 0.084 0.072 -0.128 0.081
H -1.7919 -4.2853 -2.6775 0.000 0.013 -0.002 0.102
H 0.5273 -3.5885 -3.0172 -0.018 0.022 0.023 0.098
H -2.4865 -0.8491 -0.2376 0.012 0.031 -0.045 0.078
H 2.5104 -3.2359 -2.7756 0.003 0.024 -0.004 0.104
H 4.7796 -2.3929 -3.1668 -0.007 0.025 0.014 0.121
H 6.3960 -0.4608 -3.0902 -0.023 -0.006 0.011 0.114
H 6.8356 1.8995 -2.5344 -0.015 0.000 0.009 0.104
H 5.0080 3.3131 -1.6094 0.013 -0.014 -0.008 0.109
H 2.7844 2.3809 -1.2390 -0.022 0.006 -0.007 0.080
Cl -2.7057 -3.6155 1.2005 -0.094 -0.263 0.884 0.785
C -3.5219 -2.2246 1.8502 -0.028 -0.159 -0.117 -0.560
C -4.8691 -2.0737 1.5813 0.059 0.018 0.022 -0.106
C -5.5525 -0.9901 2.1102 0.025 0.056 0.056 -0.081
C -4.8691 -0.0663 2.8835 -0.071 0.053 -0.018 -0.109
C -3.5076 -0.2069 3.1047 -0.227 0.222 0.240 -0.561
Cl -2.7081 1.0240 4.0426 -0.204 0.201 -0.317 0.763
C -2.7926 -1.2965 2.6109 0.332 -0.164 0.023 -0.299
N -1.4283 -1.4487 2.7846 -0.298 -0.320 0.332 0.076
C -0.7010 -1.2511 3.9649 -0.328 -0.083 -0.355 -0.240
C -1.2971 -1.3202 5.2201 -0.029 -0.116 0.174 -0.076
C -0.5484 -1.0967 6.3650 0.092 -0.032 -0.108 -0.083
C 0.8145 -0.8314 6.2691 -0.166 -0.027 -0.100 -0.089
C 1.4034 -0.7972 5.0129 0.056 -0.009 -0.017 -0.036
C 0.6608 -0.9977 3.8540 0.285 -0.035 0.149 -0.156
C 1.3252 -0.9668 2.5045 0.282 -0.184 0.342 -0.035
C 1.0565 0.2555 1.6911 0.117 0.469 0.348 -0.636
O 1.9893 0.7711 1.0071 -0.197 -0.336 0.246 -0.102
O -0.1362 0.7053 1.5741 0.312 -0.059 1.043 -0.214
H -5.3731 -2.8165 0.9783 0.001 0.005 0.017 0.107
H -6.6119 -0.8702 1.9252 0.041 0.011 0.005 0.107
H -5.3774 0.7895 3.3075 0.008 -0.020 -0.022 0.104
H -0.9428 -1.8561 2.0021 -0.063 0.021 -0.010 0.095
H -2.3569 -1.5412 5.2905 0.100 -0.010 0.029 0.111
H -1.0314 -1.1430 7.3336 0.026 0.002 -0.030 0.104
H 1.4107 -0.6666 7.1570 -0.020 0.003 -0.018 0.098
H 2.4680 -0.6094 4.9211 -0.024 0.000 0.009 0.114
H 0.9897 -1.7951 1.8688 0.093 -0.074 0.012 0.136
H 2.4035 -1.0735 2.6068 0.000 0.005 -0.006 0.131
C -0.6293 0.8212 -4.1767 -0.024 -0.217 -0.124 -0.267
Si -0.3504 2.2442 -2.9502 0.121 0.174 -0.347 0.336
C -1.8641 3.3461 -3.2249 -0.265 0.161 0.044 -0.299
C 1.0488 3.2253 -3.7874 0.189 0.149 -0.093 -0.278
H -0.8609 1.2080 -5.1777 0.015 -0.049 0.074 0.022
H -1.4507 0.1686 -3.8601 0.053 0.027 -0.051 0.012
H 0.2667 0.1937 -4.2591 -0.076 0.031 -0.007 0.008
H -1.9725 3.5928 -4.2877 0.005 0.000 0.067 0.020
H -1.7935 4.2865 -2.6657 -0.029 -0.058 -0.039 0.007
H -2.7842 2.8433 -2.9056 0.031 0.064 -0.030 -0.001
H 0.7767 3.5099 -4.8124 0.023 -0.015 0.089 0.021
H 1.9650 2.6257 -3.8435 -0.041 0.071 -0.017 -0.001
H 1.2910 4.1461 -3.2413 0.002 -0.068 -0.056 0.009
```
Positions in Å, forces in eV/Å.

=====

# 2
Computed, not measured: a molecular structure, C27H44LaN3P3S, with the ωB97M-V functional and the def2-TZVPD basis.

- Kohn-Sham gap (alpha / beta): 3.075 / 3.541 eV
- E_HOMO (alpha / beta): -15.5 / -15.4 eV
- Multiplicity: 1
- Charge: +3
- E_LUMO (alpha / beta): -12.4 / -11.9 eV
- Energy: -2672.24098 Eh

```
79
Properties=species:S:1:pos:R:3:forces:R:3:lowdin_charge:R:1
La -0.4133 1.0028 -0.1032 -1.856 -0.898 0.464 1.266
P -0.1490 -1.2726 -1.9502 -0.470 -0.525 -1.003 0.657
P 0.7194 -1.1443 1.6871 -0.484 -0.644 1.329 0.684
P 3.0269 0.2865 -0.5310 3.093 0.443 0.253 0.877
H 0.7880 10.0228 -2.1187 0.159 -0.024 -0.104 0.050
C 1.5511 9.6430 -2.7956 -0.546 -0.678 -2.133 -0.081
C 1.2352 9.2931 -4.0833 0.530 0.545 2.167 -0.062
H 0.2151 9.3864 -4.4525 0.227 -0.004 0.033 0.053
C -1.9274 -1.1031 -2.3818 -0.225 -0.064 0.118 -0.278
C 0.0253 -3.0417 -1.5618 0.182 -0.299 0.280 -0.251
C 0.6003 -1.1496 -3.6108 0.393 0.171 -0.077 -0.264
C 1.0218 -0.2901 3.2735 0.444 0.181 -0.280 -0.264
C -0.7534 -2.0593 2.2409 -0.607 -0.163 -0.585 -0.312
C 1.8106 -2.5973 1.6518 0.687 -0.116 -0.266 -0.248
C 3.8628 1.4412 -1.6869 -0.803 0.422 -0.405 -0.265
C 3.9219 -1.2478 -0.9816 -0.995 -0.846 -0.396 -0.214
C 3.8704 0.7130 1.0430 -0.836 0.187 0.466 -0.240
H 2.5786 9.5900 -2.4405 -0.185 0.064 -0.049 0.049
H 2.0063 8.9575 -4.7752 -0.196 0.076 0.120 0.052
H -2.2120 -0.0430 -2.4612 0.022 -0.180 -0.117 0.041
H -2.5647 -1.5360 -1.6026 0.329 0.269 -0.579 -0.009
H -2.1411 -1.5830 -3.3420 0.088 0.066 0.088 0.077
H -0.4498 -3.3014 -0.6089 0.052 0.119 -0.155 0.028
H 1.0868 -3.3084 -1.4844 -0.187 0.061 -0.081 0.047
H -0.4234 -3.6665 -2.3421 0.053 0.206 0.021 0.077
H 0.2883 -0.2276 -4.1148 -0.003 -0.138 0.144 0.045
H 0.3004 -2.0002 -4.2345 0.012 0.131 0.180 0.074
H 1.6938 -1.1365 -3.5421 -0.135 -0.060 -0.061 0.037
H 1.0046 -0.9956 4.1059 0.051 -0.019 -0.062 0.073
H 0.2363 0.4564 3.4317 0.115 -0.070 -0.025 0.049
H 1.9784 0.2256 3.2278 -0.010 0.105 0.255 0.028
H -0.5016 -2.7989 3.0179 0.246 0.517 -0.283 0.065
H -1.1585 -2.5947 1.3645 0.108 0.118 0.651 0.021
H -1.5220 -1.3751 2.6329 0.202 -0.324 -0.179 0.048
H 1.5979 -3.2544 2.5050 0.069 0.313 -0.121 0.074
H 2.8634 -2.3056 1.6911 -0.057 -0.169 -0.022 0.038
H 1.6326 -3.1815 0.7385 0.083 0.195 0.233 0.035
H 4.9464 1.2812 -1.6819 -0.166 -0.215 0.230 0.084
H 3.6480 2.4783 -1.4071 0.113 -0.199 -0.041 0.039
H 3.4819 1.2796 -2.7034 0.198 0.038 0.194 0.042
H 4.9808 -1.1645 -0.6955 -0.316 0.313 0.095 0.090
H 3.8729 -1.4123 -2.0674 -0.033 0.025 0.296 0.062
H 3.4890 -2.1192 -0.4743 0.224 0.152 -0.177 0.030
H 4.9216 0.9500 0.8551 -0.093 -0.157 -0.276 0.081
H 3.8119 -0.1036 1.7689 -0.003 0.091 -0.160 0.045
H 3.3837 1.5901 1.4737 0.111 -0.074 0.049 0.032
C 1.0219 3.7796 -1.6289 -0.108 -0.752 -0.361 -0.641
C 1.5643 4.1187 -0.3664 0.341 0.499 0.910 -0.111
C 1.6485 5.4527 0.0124 0.240 -1.311 0.439 -0.004
C 1.2285 6.4675 -0.8468 -0.142 0.225 -0.304 0.039
C 0.6990 6.1359 -2.0953 -0.391 -0.563 -0.905 0.000
C 0.5921 4.8123 -2.4914 -0.102 1.091 -0.338 -0.058
S 0.8541 2.1692 -2.2447 0.204 0.805 -0.124 0.630
H 1.0091 1.6932 1.1508 0.685 0.096 0.309 -0.148
H 1.9150 3.3299 0.3102 -0.161 0.413 -0.317 0.043
H 2.0534 5.7004 0.9870 0.013 -0.002 -0.084 0.134
H 1.3200 7.5083 -0.5532 -0.015 -0.072 -0.063 0.134
H 0.3807 6.9099 -2.7840 0.060 0.096 0.139 0.108
H 0.1782 4.5351 -3.4613 0.125 0.230 0.213 0.124
N -4.0110 -8.9171 3.9946 0.007 1.771 -0.842 0.200
C -4.0109 -7.8620 3.5032 -0.101 -1.569 0.505 -0.148
C -3.9849 -6.5349 2.9341 -0.151 0.308 -0.220 -0.203
C -2.8889 -5.7193 3.2032 0.166 0.586 0.119 0.002
C -2.9053 -4.3803 2.8066 -0.054 -0.215 -0.034 -0.003
C -3.9701 -3.8691 2.0670 -0.479 -0.733 -0.126 -0.203
C -5.0178 -4.7052 1.6922 -0.092 -0.286 0.132 0.018
C -5.0340 -6.0291 2.1477 -0.083 -0.116 0.032 0.017
N -3.9541 -2.5004 1.6024 1.154 2.294 -0.326 0.010
C -4.1330 -1.3106 2.3578 -0.209 -0.572 -0.477 -0.002
C -3.5662 -0.2863 1.6421 0.281 -0.474 -0.097 -0.159
N -3.0042 -0.7860 0.4687 0.009 -0.550 0.315 -0.032
C -3.2696 -2.1006 0.4744 -0.289 0.481 0.938 -0.175
H -2.0220 -6.1077 3.7419 -0.402 0.096 -0.054 0.135
H -2.0774 -3.7423 3.0710 -0.241 -0.154 0.078 0.068
H -5.8219 -4.3252 1.0581 0.197 -0.148 0.284 0.133
H -5.8671 -6.6904 1.8997 0.234 0.302 0.061 0.139
H -4.7372 -1.2813 3.2611 0.351 -0.198 -0.180 0.144
H -3.4542 0.7816 1.8940 -0.474 -0.790 -0.043 0.111
H -2.9710 -2.8301 -0.2820 -0.158 0.264 0.390 0.139
```
Positions in Å, forces in eV/Å.